1.
The following is a DFT calculation (ωB97M-V with the def2-TZVPD basis set) of a molecular structure, C24H71FeO12 in a non-equilibrium geometry.

Output
Strongest force on any atom, eV Å⁻¹: 5.99
Energy, eV: -84975.954
ΔE to the lowest compared entry with this formula, charge and spin, kJ/mol: 196.1
Expectation value of S²: 8.77
Kohn-Sham gap (spin up / spin down), eV: 5.9 / 3.6

The geometry in ORCA input format:
```
! wB97M-V def2-TZVPD RIJCOSX def2/J DEFGRID3
* xyz 2 6
Fe 2.38718 2.28414 -1.48493
C 0.01577 -1.36347 -1.34384
C 0.71368 -0.55574 -0.28785
O 1.51130 0.53736 -0.77040
H 0.72562 -1.90237 -1.97138
H -0.58744 -0.75245 -2.01533
H -0.62775 -2.12510 -0.90352
H 1.18351 -1.19630 0.45853
H -0.08307 -0.16784 0.34683
C -2.00067 -5.85074 0.71879
C -1.83731 -4.94671 -0.53614
O -3.00784 -4.92006 -1.33171
H -2.61965 -5.37524 1.47962
H -1.05151 -6.09453 1.19606
H -2.40264 -6.83797 0.49097
H -0.96743 -5.34341 -1.05964
H -1.65810 -3.92245 -0.20927
H -3.69668 -4.53539 -0.78480
C 3.68601 -3.09553 -0.60790
C 3.55279 -2.76555 0.85437
O 4.56860 -3.41080 1.56145
H 4.56387 -2.55554 -0.96266
H 2.86006 -2.66474 -1.17387
H 3.94081 -4.13806 -0.79847
H 2.55697 -3.05731 1.18804
H 3.61102 -1.68395 0.97620
H 4.20798 -3.57422 2.43600
C -4.12529 0.61168 2.75823
C -2.69629 0.92454 2.21649
O -1.84988 1.22042 3.28655
H -4.16104 -0.21106 3.47231
H -4.78223 0.44985 1.90363
H -4.48447 1.52508 3.23236
H -2.72980 1.77606 1.53686
H -2.25124 0.06017 1.72365
H -1.68488 0.36604 3.69203
C 5.02261 3.94511 1.00459
C 4.98171 2.59175 0.18839
O 3.68101 2.07389 0.16140
H 4.26222 4.63337 0.63553
H 5.98069 4.40379 0.76004
H 4.86690 3.75975 2.06738
H 5.70352 1.96764 0.71525
H 5.41346 2.71807 -0.80444
H 3.61949 1.58975 0.98809
C 1.25058 3.92857 2.35251
C 0.68515 3.05030 1.24575
O 1.07368 3.38651 -0.09055
H 1.23213 4.96864 2.02693
H 2.26417 3.63202 2.62230
H 0.62583 3.75051 3.22777
H -0.39952 2.96011 1.30456
H 1.01696 2.04137 1.49084
H 0.65770 4.22251 -0.31337
C 0.01705 4.40160 -4.12992
C 0.77098 3.01434 -4.06317
O 0.67343 2.51388 -2.71912
H -0.00682 4.92146 -5.08767
H 0.48159 5.05900 -3.39498
H -1.01995 4.25637 -3.82718
H 1.78326 3.09273 -4.45969
H 0.25518 2.26692 -4.66601
H -0.21907 2.17323 -2.62426
C 2.13299 0.65982 4.31623
C 2.87317 -0.07686 3.19503
O 3.74567 0.91380 2.64713
H 1.38514 0.03867 4.80919
H 1.62468 1.56787 3.99195
H 2.82350 0.97837 5.09713
H 2.25996 -0.40081 2.35412
H 3.35713 -0.96936 3.59168
H 4.62260 0.64886 2.93417
C -4.05797 -1.75787 -0.55298
C -5.22243 -2.47454 0.17616
O -4.98190 -3.83631 0.43065
H -3.95663 -1.94614 -1.62180
H -3.09990 -1.90896 -0.05562
H -4.25554 -0.69112 -0.44758
H -6.13087 -2.42645 -0.42430
H -5.55973 -1.97752 1.08571
H -5.81553 -4.27487 0.61592
C -0.90793 -2.78933 2.27131
C -0.56140 -2.02737 3.58216
O -1.69410 -1.39886 4.08028
H -0.03521 -3.06515 1.67936
H -1.51902 -2.19703 1.59024
H -1.49216 -3.69684 2.42363
H 0.20443 -1.28169 3.36867
H -0.19086 -2.77721 4.28112
H -2.26668 -2.08294 4.43495
C -2.73915 3.47880 -1.51302
C -2.60100 1.96265 -1.72183
O -1.93459 1.75146 -2.97067
H -1.77335 3.95351 -1.33982
H -3.32179 3.61167 -0.60144
H -3.25201 4.06820 -2.27306
H -3.58458 1.50277 -1.81766
H -2.12598 1.62475 -0.80082
H -2.57536 1.57048 -3.66222
C -0.30447 -0.39648 -5.72259
C 0.89739 -0.37161 -4.81633
O 1.84166 0.48487 -5.38824
H 0.00376 -0.58590 -6.75079
H -0.87039 0.53402 -5.67788
H -0.94839 -1.21318 -5.39630
H 1.35114 -1.35677 -4.70821
H 0.63643 -0.00777 -3.82256
H 2.56536 0.60637 -4.76929
*
```



2.
The following is a DFT calculation (ωB97M-V with the def2-TZVPD basis set) of a molecular structure, C75H79N4 in a non-equilibrium geometry.

Output
Strongest force on any atom, eV Å⁻¹: 3.80
Energy, eV: -85006.197
ΔE to the lowest compared entry with this formula, charge and spin, kJ/mol: 297.0
Kohn-Sham gap, eV: 5.5

The geometry in ORCA input format:
```
! wB97M-V def2-TZVPD RIJCOSX def2/J DEFGRID3
* xyz 1 1
C -0.28067 -1.06268 -2.48098
C -0.45004 -2.55616 -2.33258
C -1.71189 -2.92495 -1.53841
C -0.56293 -3.16283 -3.74172
C 0.80048 -3.11820 -1.62330
C 0.82483 -4.49927 -1.36814
C 2.04361 -5.17254 -1.33324
C 3.21072 -4.49587 -1.68158
C 3.20221 -3.10399 -1.93091
C 4.36024 -2.55266 -2.79691
C 5.57060 -2.26608 -1.90802
C 3.89781 -1.33281 -3.59267
C 4.81525 -3.60230 -3.83686
C 2.03183 -2.40936 -1.46436
N 2.08799 -1.25833 -0.58862
C 1.53992 -1.30390 0.68657
C 0.11031 -1.28430 0.91993
C -0.07377 -2.22371 2.13567
C -0.84513 -1.93079 3.28033
C -0.76573 -2.75120 4.41372
C -0.01573 -3.92108 4.41873
C 0.62154 -4.31340 3.24231
C 0.56491 -3.49482 2.10602
N 2.54114 -1.06218 1.62426
C 2.80463 -1.50720 3.02208
C 3.64840 -2.63919 3.30615
C 4.66541 -3.32641 2.35145
C 5.30365 -4.60478 2.92637
C 5.82730 -2.39028 2.02015
C 3.93058 -3.74756 1.10485
C 3.59807 -3.20200 4.60233
C 3.04364 -2.51922 5.65052
C 2.51362 -1.27837 5.44187
C 2.34253 -0.75981 4.13522
C 1.73345 0.66224 4.15022
C 0.56704 0.72230 5.14907
C 1.14500 1.01443 2.81632
C 2.81159 1.67673 4.53270
C 3.53980 -0.37557 0.89200
C 3.29678 -0.52946 -0.41301
H 0.54856 -0.79479 -3.14892
H -1.19912 -0.57960 -2.83004
H -0.02573 -0.65902 -1.50706
H -1.93610 -3.99209 -1.65146
H -1.60569 -2.74037 -0.46210
H -2.57125 -2.34909 -1.90015
H -0.69532 -4.25001 -3.69658
H -1.42272 -2.72632 -4.26733
H 0.34153 -2.94720 -4.32719
H -0.11301 -5.04438 -1.24545
H 2.07212 -6.24347 -1.11471
H 4.13802 -5.06471 -1.79590
H 5.90126 -3.18287 -1.39705
H 6.40516 -1.88055 -2.51288
H 5.33220 -1.52532 -1.14044
H 3.12510 -1.64123 -4.30898
H 3.46344 -0.55760 -2.96289
H 4.74732 -0.90804 -4.14398
H 3.96884 -3.93693 -4.45071
H 5.56372 -3.16082 -4.51061
H 5.27829 -4.48330 -3.37347
H -0.45575 -1.66543 0.04841
H -1.52274 -1.06803 3.24149
H -1.32224 -2.46553 5.32231
H 0.06819 -4.53892 5.30096
H 1.17153 -5.26530 3.19808
H 0.99642 -3.83167 1.15678
H 4.55342 -5.37014 3.16047
H 5.98668 -5.04359 2.18715
H 5.89974 -4.40210 3.82543
H 5.48645 -1.47223 1.54039
H 6.36339 -2.12024 2.94021
H 6.53011 -2.89128 1.33918
H 3.53075 -2.89777 0.56039
H 4.60135 -4.28836 0.42382
H 3.08591 -4.40162 1.35793
H 4.03437 -4.17190 4.79082
H 3.05616 -2.96093 6.66692
H 2.20127 -0.68425 6.29241
H 0.92309 0.75884 6.18345
H -0.04039 1.61919 4.97494
H -0.08679 -0.15257 5.02121
H 1.90323 1.10471 2.04222
H 0.43328 0.21267 2.59601
H 0.58549 1.96074 2.85492
H 3.63945 1.64514 3.81310
H 2.39242 2.69061 4.53350
H 3.20546 1.45654 5.53187
H 4.34410 0.14641 1.38578
H 3.86686 -0.15648 -1.24522
C -7.27340 4.99493 3.78147
C -7.90839 3.79390 4.12051
C -7.49773 2.59572 3.52754
C -6.42683 2.57656 2.60396
N -6.06566 1.37504 1.92654
C -7.11867 0.48134 1.57110
C -8.40121 0.95517 1.22076
C -9.42222 0.05956 0.88383
C -9.18631 -1.32045 0.90992
C -7.92277 -1.79576 1.27566
C -6.89962 -0.90658 1.61106
C -4.72427 1.08909 1.56459
C -3.61528 1.55070 2.32284
C -2.29381 1.24430 1.96705
C -1.99389 0.51968 0.80812
C -0.61303 0.48243 0.24632
C -0.47323 1.47671 -0.91684
C 0.75967 2.13641 -1.08899
C 0.97643 3.09642 -2.09004
C -0.02484 3.41350 -3.02309
N 0.22260 4.30954 -4.10259
C -0.37267 4.08684 -5.37411
C -0.76832 5.15825 -6.20516
C -1.29699 4.91717 -7.47686
C -1.43945 3.60333 -7.94030
C -1.05414 2.53533 -7.12317
C -0.54135 2.76933 -5.84370
C 1.03023 5.46999 -3.94852
C 1.79028 5.99771 -5.01928
C 2.46569 7.21500 -4.88767
C 2.38932 7.93658 -3.69105
C 1.66514 7.41033 -2.61681
C 1.00435 6.18148 -2.73457
C -1.26888 2.80508 -2.85028
C -1.52253 1.91431 -1.77719
C -3.08976 0.05521 0.04758
C -4.41464 0.32261 0.42391
C -5.78223 3.78440 2.29453
C -6.21068 4.98697 2.86835
H -7.60493 5.93515 4.23072
H -8.72956 3.79098 4.84151
H -8.02576 1.67069 3.77170
H -8.61261 2.02487 1.22481
H -10.40553 0.43898 0.60601
H -9.98531 -2.01962 0.64938
H -7.72383 -2.86671 1.30160
H -5.92290 -1.28146 1.91775
H -3.79702 2.15433 3.21260
H -1.48520 1.70837 2.54388
H 0.23118 0.72071 0.86016
H 1.56326 1.96712 -0.36688
H 1.94309 3.57900 -2.14349
H -0.65474 6.18560 -5.85625
H -1.59117 5.75708 -8.10527
H -1.85540 3.41624 -8.93225
H -1.15178 1.50870 -7.47541
H -0.25376 1.93518 -5.20068
H 1.83239 5.46766 -5.97249
H 3.04074 7.60960 -5.72509
H 2.89636 8.89966 -3.59524
H 1.60276 7.95694 -1.67755
H 0.42902 5.78005 -1.89836
H -2.09181 3.03101 -3.51912
H -2.55429 1.64824 -1.60070
H -2.91941 -0.41339 -0.92051
H -5.22457 -0.04935 -0.20884
H -4.95870 3.77926 1.57753
H -5.70823 5.91571 2.60049
*
```